# 1
The following is a DFT calculation (ωB97M-V/def2-TZVPD) of a structure of composition C22H69BO11Pd at a distorted geometry.

Structure (XYZ):
```
104
Properties=species:S:1:pos:R:3:mulliken_spin:R:1
H -4.781 2.607 0.788 -0.005
C -3.297 -0.011 -3.968 -0.001
H 3.933 3.163 -0.466 0.000
H 3.373 -0.517 -3.935 0.000
H 0.581 -0.792 -0.048 0.044
H 4.482 -2.816 2.450 0.000
O -0.589 1.173 3.526 0.076
O 1.119 -2.757 -3.009 0.001
H 1.067 -5.102 -1.791 0.000
C 0.619 1.108 -4.477 0.000
C -0.469 -0.550 0.115 0.013
H -3.442 5.207 -2.152 0.000
H 2.082 -4.644 -0.504 0.000
H 0.180 3.947 -0.917 0.000
H 0.587 -3.774 -0.696 0.001
C -3.067 0.896 -2.776 0.002
C 2.112 -3.186 -2.134 -0.003
H 2.463 -2.302 -1.601 0.002
H 2.656 1.628 -4.056 0.000
H -4.698 4.112 -2.432 0.000
H -4.249 -0.513 -3.795 0.000
C -3.474 -3.947 -2.628 0.000
H 3.536 -4.291 2.297 0.000
C -2.078 -3.431 -2.308 -0.002
H 2.910 0.522 -0.536 0.001
H -1.801 1.180 0.093 -0.004
C 1.106 4.215 -1.427 0.000
H 1.143 2.981 4.391 0.000
H 0.122 2.011 -4.123 0.000
H 1.185 3.888 -2.463 0.000
H -3.088 3.072 -0.841 0.000
H 3.909 0.455 1.584 0.000
H -5.056 5.479 -1.395 0.000
H 2.978 -3.577 -2.667 0.000
C -0.753 0.928 -0.065 0.005
H 0.499 -2.346 1.895 -0.014
H -0.136 -2.001 7.459 0.000
H 0.712 1.220 -5.557 0.000
O -0.871 -1.042 1.381 0.861
H -0.094 1.502 0.586 0.006
H 1.159 5.304 -1.438 0.000
H 1.198 1.751 5.657 -0.001
H -0.354 -3.802 -3.200 0.000
H -3.795 -3.729 -3.647 0.000
C 2.391 -2.393 2.140 0.005
H -4.173 -3.487 -1.929 0.000
H 2.590 -1.403 2.551 0.001
H -3.875 1.625 -2.724 0.000
H -3.492 0.090 -5.848 0.000
H -2.837 1.620 2.817 0.016
C 3.966 0.254 -0.488 0.000
C -3.807 3.818 -0.502 0.001
H 5.523 0.228 1.093 0.000
H 1.193 1.293 2.491 0.007
H -2.970 0.243 -1.908 0.002
H -3.311 4.417 0.262 0.000
H 1.912 4.028 0.534 0.000
O 1.117 -2.829 2.449 0.004
O 4.844 2.176 0.788 0.000
H -0.459 -3.513 5.525 0.001
O -1.269 -4.088 -3.248 0.001
H -0.759 2.075 3.245 -0.003
H -3.231 0.349 1.657 0.116
H 4.566 0.699 -1.283 0.000
C 2.058 3.551 -0.436 0.002
C 1.933 0.860 -3.781 0.000
H 5.611 2.391 1.324 0.000
H -4.414 1.644 1.981 0.024
C 1.465 1.965 4.622 0.010
H 1.113 0.050 3.731 -0.004
C 3.532 -3.282 2.711 0.001
B -3.633 1.026 2.395 0.007
O -0.721 -1.887 4.224 0.032
C -0.142 -2.479 5.390 0.002
C 1.412 -4.220 -1.252 0.000
H 1.885 2.478 -0.351 -0.001
O 3.316 3.703 -0.964 0.000
H -0.970 -1.117 -0.669 0.125
H 2.461 -2.408 1.052 -0.002
H 1.476 -2.011 -3.497 0.000
H 3.951 -0.818 -0.681 0.000
C 0.809 1.068 3.486 -0.006
H 2.555 1.940 4.640 0.002
H -0.643 1.264 -1.096 -0.003
H -1.702 -1.711 6.726 0.000
H -4.042 0.487 3.235 0.015
H -1.894 -3.619 -1.250 -0.002
H -0.042 0.255 -4.327 0.000
C -0.628 -1.625 6.562 0.005
H -1.993 -2.359 -2.491 0.002
O -4.981 3.189 0.052 0.000
C -4.289 4.745 -1.644 0.000
H 1.826 0.976 -2.703 0.000
O 2.433 -0.443 -4.112 0.000
C 4.618 0.770 0.818 0.000
H 0.938 -2.461 5.248 0.000
O -3.529 0.723 -5.127 0.000
Pd -2.083 -0.496 3.151 1.652
H -2.554 -0.782 -4.173 0.000
H 3.386 -3.427 3.782 0.000
H -2.120 1.398 -2.976 0.000
H -0.242 -0.606 6.544 0.000
H -0.121 -2.136 3.516 0.007
H -3.570 -5.018 -2.451 0.000
```

Total charge   +1
Multiplicity   4
E   -1859.33585 a.u.


# 2
The following is a DFT calculation (ωB97M-V/def2-TZVPD) of a cluster of 12 separate species, C22H69N13O13 in total at a distorted geometry.

Structure (XYZ):
```
117
Properties=species:S:1:pos:R:3:mulliken_charge:R:1
C -1.722 4.431 2.180 0.498
O 2.573 0.246 1.727 -0.441
H -3.442 2.966 -1.819 0.103
H 1.021 -5.559 -5.118 0.327
H -0.092 -0.752 0.692 -0.143
N -0.803 0.324 -2.541 0.163
N -4.221 -2.425 -0.544 -0.235
H 1.967 0.389 -0.096 -0.228
O -0.032 1.755 -4.120 -0.736
H -4.029 -3.492 -2.739 0.163
N 3.166 2.394 2.233 -0.143
H -3.789 4.568 -2.292 0.415
H -2.351 6.072 3.256 0.133
N 2.036 3.529 -1.706 -0.159
N -2.277 1.302 -3.944 -0.222
H 2.526 -6.376 1.579 0.271
N -2.613 5.160 2.944 -0.447
H -3.080 -2.699 2.575 0.352
O -1.674 5.841 -1.928 -0.624
H 0.039 4.633 1.221 0.061
H 4.838 2.123 -0.923 0.185
H 3.573 -3.286 -0.575 0.188
C -2.108 -2.983 2.157 0.863
H 5.589 1.570 -2.401 0.367
O 2.857 -4.855 0.385 -0.469
H -1.350 -4.827 1.237 -0.005
C -0.630 0.121 0.321 1.856
C 2.757 -3.469 0.129 -0.543
H -1.107 4.042 -1.103 -0.238
H -0.915 0.620 4.506 0.429
N -3.517 0.948 0.566 0.108
H -2.410 -5.022 2.604 0.351
H 6.430 1.246 -0.892 0.328
N 4.546 0.667 2.758 -0.408
H -0.636 -2.819 -1.989 -0.163
C 3.416 1.070 2.144 0.536
N -0.606 5.109 1.844 -0.286
N 2.266 5.713 -1.113 -0.452
C 5.444 1.321 -1.348 -1.167
H 1.956 3.781 -2.672 0.260
H -1.803 -2.327 1.338 -0.480
H 2.540 5.815 -2.070 0.155
O -1.160 -2.941 3.220 -0.619
H 0.496 1.851 0.642 -0.167
C 2.154 -5.355 1.523 -0.445
H 1.228 -0.149 2.865 0.113
H 2.298 2.690 1.811 -0.078
N 1.090 -3.878 -1.691 -0.320
O 5.366 -0.948 -2.116 -0.620
H 3.657 0.018 -1.619 -0.282
C -0.632 -4.693 -3.225 -0.825
H 4.625 -0.369 -0.261 0.098
C 4.699 0.013 -1.288 0.748
H -3.500 4.747 3.160 0.233
C -0.370 -3.873 -1.920 0.568
H -1.463 3.993 -2.887 0.361
O -3.219 -0.647 -1.612 -0.696
H 1.678 -6.796 -3.942 0.257
O 1.444 0.741 -0.836 -0.082
H 1.334 0.388 5.685 0.299
H -3.048 -4.562 0.991 0.170
H 4.704 -1.460 -2.585 0.339
H -3.175 -2.187 -3.547 0.238
H -1.572 -0.225 -2.146 -0.387
H 0.427 1.935 5.766 0.442
C -1.723 4.424 -1.923 0.403
C -3.178 3.999 -1.587 -0.777
H -3.022 0.785 -3.513 0.161
O -4.972 -0.532 1.425 -0.850
C 1.399 -3.131 -0.463 0.805
H -4.363 -1.848 0.293 0.081
H -1.484 6.159 -1.044 0.365
C -0.965 1.134 -3.606 0.391
C 0.045 0.791 4.006 0.142
H -0.862 -4.428 -1.113 -0.012
C -3.689 -1.797 -1.618 0.529
H -0.500 6.040 2.193 0.180
O 0.461 -0.424 3.407 -0.398
H 1.827 2.567 -1.443 0.024
H 1.086 -5.376 1.295 0.101
H -3.442 1.878 2.821 0.173
O 0.025 -5.944 -3.347 -0.422
H -3.498 0.418 -0.296 0.162
H -1.712 -4.871 -3.255 0.228
H -1.259 0.417 1.155 0.435
H -4.529 -3.372 -0.615 0.184
H 0.661 -3.429 0.300 -0.322
C 0.253 1.217 -0.221 -0.037
H -0.216 1.572 3.284 -0.033
O -1.909 3.261 1.838 -0.408
H -3.368 4.271 -0.550 0.047
C 2.053 4.423 -0.687 0.565
C 1.263 -5.793 -4.080 -0.660
H 3.769 3.017 2.728 0.172
H 1.993 -5.105 -3.660 0.273
H -0.291 1.945 -0.826 0.631
N -3.641 -2.571 -2.744 -0.387
H 0.078 0.188 -2.075 -0.051
N -3.975 1.023 2.808 -0.285
H -2.842 1.672 0.744 -0.086
H -4.388 0.575 3.605 0.212
H -1.289 -0.213 -0.484 -1.446
H 2.269 6.450 -0.435 0.236
H 1.319 -4.848 -1.487 0.495
C 0.981 1.248 5.122 -1.359
H 4.750 -0.306 2.899 0.257
H 2.337 -4.775 2.429 0.275
H -2.435 1.841 -4.777 0.233
H 5.232 1.316 3.091 0.136
H 2.954 -2.797 0.973 0.289
H 1.260 -2.067 -0.663 -0.317
C -2.242 -4.413 1.713 -1.030
H -0.677 -2.104 3.191 0.363
C -4.177 0.405 1.620 0.487
H -0.371 -4.043 -4.065 0.444
O 1.810 4.163 0.491 -0.702
H 1.800 1.834 4.695 0.234
```

E   -2569.75795 a.u.
Energy above the lowest of the compared OMol25 structures with the same formula, charge and spin   0.00 kcal per mole
SMILES   COCCNCCOC.NC(N)=O.NC(N)=O.NC(N)=O.NC(N)=O.NC(N)=O.NC(N)=O.CCO.CCO.CCO.CCO.CCO


Q: What is the formula in the first record?
A: C22H69BO11Pd


Q: What is the E in the second record?
A: -2569.75795 a.u.


Q: Among the records above, which one has the highest E?
A: C22H69BO11Pd